[1]
75
Properties=species:S:1:pos:R:3:mulliken_charge:R:1 method="wB97M-V/def2-TZVPD" lumo_ha=-0.030 e_homo_ha=-0.2233 relative_energy_kcal_mol=9.0
Ba 0.8241 -0.5048 -1.0558 1.89
C 2.8097 -4.4190 -2.0190 -0.69
C 2.3143 -3.1516 -2.3492 -0.38
N 1.0845 -2.7873 -2.0969 -0.74
C 0.2089 -3.6187 -1.5116 0.68
C 0.5934 -4.9733 -1.2781 1.39
C 1.9306 -5.3235 -1.5054 -0.71
C -0.3594 -5.9367 -0.8981 -1.07
C -1.6664 -5.5551 -0.8083 -0.83
C -2.0465 -4.2216 -0.9507 -0.55
C -1.1452 -3.1813 -1.1847 -0.05
N -1.4255 -1.8375 -1.1421 -0.26
C -2.4689 -1.2112 -0.6012 0.18
C -3.5907 -1.7629 0.0787 -0.65
C -4.6840 -1.0187 0.4668 -1.36
C -4.7831 0.3406 0.2717 -0.54
C -3.6705 0.9923 -0.2602 1.23
C -3.6253 2.3927 -0.4261 -0.79
C -2.4879 3.0238 -0.8425 -0.56
C -1.3847 2.2311 -1.1648 -0.59
N -1.4121 0.9211 -1.0760 -0.42
C -2.4989 0.2616 -0.6572 0.39
H 3.8431 -4.6733 -2.2063 0.42
H 2.9367 -2.4171 -2.8497 0.50
H 2.2444 -6.3367 -1.2828 0.41
H -0.0500 -6.9614 -0.7373 0.39
H -2.4349 -6.2876 -0.5926 0.40
H -3.0954 -4.0072 -0.8761 0.58
H -3.6101 -2.8105 0.3048 0.45
H -5.5121 -1.5468 0.9285 0.35
H -5.6871 0.8925 0.4992 0.46
H -4.5317 2.9615 -0.2404 0.55
H -2.4461 4.0966 -0.9706 0.47
H -0.4601 2.6808 -1.5118 0.34
C 1.7196 -2.8809 2.9309 -1.71
C 1.8325 -1.6897 1.9919 0.16
O 1.1584 -1.7506 0.9010 0.11
C 2.6208 -0.6245 2.3858 -0.84
C 2.9132 0.5621 1.6599 0.28
C 3.9212 1.5291 2.2431 -1.41
N 2.3356 0.7955 0.5198 0.62
N 2.6039 1.9885 -0.1283 -0.60
C 2.5373 1.9048 -1.4196 0.36
O 2.3934 0.8732 -2.1551 -1.06
C 2.6398 3.2278 -2.1180 0.24
C 2.1022 3.3605 -3.3981 -0.51
C 2.1432 4.5773 -4.0557 -0.61
C 2.7414 5.6729 -3.4556 -0.34
C 3.2950 5.5458 -2.1898 -0.63
C 3.2403 4.3353 -1.5217 -0.20
H 1.0597 -3.6252 2.4912 0.33
H 1.3188 -2.5755 3.8983 0.29
H 2.6968 -3.3295 3.1106 0.38
H 3.1356 -0.7282 3.3341 0.23
H 4.2645 1.2034 3.2228 0.41
H 3.4849 2.5273 2.3149 0.27
H 4.7778 1.6215 1.5744 0.30
H 1.6712 2.4874 -3.8690 0.45
H 1.7182 4.6676 -5.0480 0.38
H 2.7854 6.6218 -3.9764 0.38
H 3.7753 6.3972 -1.7236 0.38
H 3.6526 4.2232 -0.5293 0.46
N -3.5298 2.3256 2.6802 -0.02
C -2.7428 1.0722 2.9693 -0.69
C -1.3111 1.2728 2.4605 0.17
N -0.6751 -0.0139 2.5524 -0.61
H -4.5049 2.2491 2.9648 0.40
H -3.4997 2.4638 1.6567 -0.09
H -3.1131 3.1436 3.1252 0.41
H -3.2581 0.3117 2.3839 0.11
H -2.8051 0.8478 4.0304 0.44
H -0.7806 2.0231 3.0495 0.60
H -1.3626 1.6722 1.4198 -0.16
H -1.0102 -0.6026 1.7906 0.28
H 0.3411 0.0660 2.4719 0.12

***

[2]
77
Properties=species:S:1:pos:R:3:lowdin_spin:R:1 method="wB97M-V/def2-TZVPD" lumo_ha="-0.215 / -0.216" spin_multiplicity=4 s_squared=3.759 charge=+2 e_homo_ha="-0.4866 / -0.4869" relative_energy_kcal_mol=12.8
Co 0.1657 -0.2744 0.1409 2.71
C 3.3008 -1.1824 -1.1022 0.00
C 3.1895 -0.9746 0.3750 0.00
C 4.2098 -1.3344 1.2524 0.00
C 4.0533 -1.1172 2.6036 0.00
C 2.9098 -0.4791 3.0777 0.00
C 1.9373 -0.1180 2.1709 0.01
N 2.0675 -0.4186 0.8454 0.03
Sb 0.3440 1.2708 2.6958 0.02
C 1.0737 2.7969 1.3744 0.00
C 1.0816 4.1235 1.7638 0.00
C 1.5631 5.0630 0.8528 0.00
C 2.0423 4.6228 -0.3637 0.00
C 2.0194 3.2599 -0.6699 0.00
C 2.6159 2.7582 -1.9462 0.00
N 1.5042 2.3686 0.1842 0.02
C -1.4652 0.9246 1.2753 0.02
C -2.4531 1.7935 1.7670 0.01
C -3.7720 1.6664 1.3725 0.00
C -4.1239 0.6810 0.4698 0.00
C -3.1202 -0.1135 -0.0657 0.01
C -3.3580 -1.1201 -1.1486 0.00
N -1.8554 0.0396 0.3202 0.04
H 4.2327 -0.7527 -1.4722 0.00
H 2.4722 -0.7005 -1.6137 0.00
H 3.3137 -2.2452 -1.3542 0.00
H 5.1153 -1.7832 0.8654 0.00
H 4.8314 -1.4149 3.2952 0.00
H 2.8010 -0.2480 4.1293 0.00
H 0.7336 4.4289 2.7423 0.00
H 1.5745 6.1160 1.1039 0.00
H 2.4424 5.3222 -1.0873 0.00
H 3.7043 2.7254 -1.8545 0.00
H 2.3785 3.4107 -2.7853 0.00
H 2.2597 1.7526 -2.1576 0.00
H -2.2074 2.5617 2.4946 0.00
H -4.5341 2.3143 1.7872 0.00
H -5.1560 0.5473 0.1734 0.00
H -4.3981 -1.4430 -1.1711 0.00
H -2.7111 -1.9845 -0.9983 0.00
H -3.1331 -0.6774 -2.1225 0.00
C -1.9189 -2.1817 5.4102 0.00
O -1.0898 -1.6832 4.3488 0.00
C -1.2554 -2.0801 3.0914 0.00
O -0.4958 -1.6284 2.2365 0.01
N -2.2593 -2.9409 2.8437 0.00
N -2.4579 -3.4160 1.5448 0.00
H -1.5438 -1.7125 6.3129 0.00
H -1.8196 -3.2638 5.5075 0.00
H -2.9605 -1.8941 5.2638 0.00
H -2.7886 -3.3383 3.6011 0.00
H -3.4361 -3.3163 1.3072 0.00
H -2.2168 -4.3988 1.5025 0.00
Br -1.2932 5.3058 -4.8445 0.00
C -0.9334 3.6732 -3.9721 0.00
C -1.2284 3.5318 -2.6242 0.00
C -0.9478 2.3408 -1.9778 0.00
C -0.3921 1.2747 -2.6805 0.00
C -0.0843 1.4335 -4.0348 0.00
C -0.3550 2.6274 -4.6774 0.00
N -0.1098 0.0574 -1.9989 0.04
C -0.1905 -1.0337 -2.6535 0.00
C 0.1105 -2.3054 -2.0088 0.00
C 0.1947 -3.4884 -2.7309 0.00
C 0.5431 -4.6494 -2.0550 0.00
C 0.7851 -4.5877 -0.6931 0.00
C 0.6601 -3.3675 -0.0438 0.00
N 0.3266 -2.2549 -0.6872 0.04
H -1.6679 4.3575 -2.0800 0.00
H -1.1616 2.2539 -0.9240 0.00
H 0.4136 0.6482 -4.5894 0.00
H -0.1039 2.7547 -5.7218 0.00
H -0.5002 -1.0647 -3.6952 0.00
H 0.0079 -3.4954 -3.7968 0.00
H 0.6305 -5.5872 -2.5878 0.00
H 1.0688 -5.4695 -0.1347 0.00
H 0.8208 -3.2667 1.0218 0.00

***

[3]
71
Properties=species:S:1:pos:R:3:mulliken_charge:R:1 method="wB97M-V/def2-TZVPD" lumo_ha=-0.138 charge=+1 e_homo_ha=-0.3953
F -4.8781 1.8988 -6.1030 -0.19
C -4.1170 1.5275 -5.1507 0.51
N -2.8164 1.4459 -5.2211 -0.55
C -2.4502 1.0194 -3.9950 0.80
N -1.1948 0.8159 -3.6248 -0.30
Br -0.7861 0.2829 -1.9147 0.09
N -3.5256 0.8511 -3.2008 0.05
N -4.6187 1.1819 -3.9642 -0.06
H -0.4448 0.9595 -4.2839 0.27
H -3.6143 0.5504 -2.2421 0.19
H -5.5704 1.1730 -3.6282 0.22
C -0.6693 -2.5393 0.3973 0.02
C 0.1462 -1.5603 0.9496 -0.22
C 1.1332 -1.9071 1.8597 -0.63
C 1.3117 -3.2370 2.2130 -0.46
C 0.4965 -4.2165 1.6625 -0.27
C -0.4976 -3.8677 0.7589 -0.83
H -1.4463 -2.2732 -0.3095 0.26
H 0.0124 -0.5158 0.6831 0.38
H 1.7642 -1.1403 2.2899 0.46
H 2.0869 -3.5095 2.9171 0.44
H 0.6337 -5.2527 1.9423 0.39
H -1.1390 -4.6305 0.3369 0.43
C -4.4950 4.0690 -0.9801 -0.53
C -3.9320 4.1321 -2.2479 0.06
C -4.0104 5.3005 -2.9940 -0.55
C -4.6533 6.4107 -2.4663 -0.42
C -5.2163 6.3495 -1.1987 -0.45
C -5.1394 5.1800 -0.4554 -0.46
H -4.4255 3.1603 -0.3926 0.32
H -3.4216 3.2696 -2.6551 0.49
H -3.5683 5.3492 -3.9813 0.38
H -4.7128 7.3248 -3.0414 0.38
H -5.7134 7.2175 -0.7873 0.38
H -5.5760 5.1365 0.5333 0.38
C 7.2502 -0.2902 2.0563 -0.62
C 7.0442 -0.8803 0.8165 -0.22
C 5.8076 -1.4232 0.5026 -0.64
C 4.7699 -1.3597 1.4223 -0.02
C 4.9737 -0.7667 2.6609 -0.14
C 6.2166 -0.2362 2.9810 -0.48
H 8.2158 0.1342 2.2998 0.39
H 7.8473 -0.9097 0.0917 0.40
H 5.6476 -1.8824 -0.4644 0.38
H 3.8015 -1.7707 1.1688 0.22
H 4.1653 -0.7180 3.3807 0.34
H 6.3776 0.2225 3.9478 0.38
C 5.7303 2.3632 -0.1504 -0.31
C 6.4602 3.0914 -1.0792 -0.54
C 5.8670 3.4988 -2.2668 -0.34
C 4.5412 3.1806 -2.5242 -0.43
C 3.8108 2.4529 -1.5942 -0.29
C 4.4046 2.0428 -0.4088 -0.38
H 6.1907 2.0420 0.7736 0.43
H 7.4935 3.3424 -0.8778 0.37
H 6.4379 4.0653 -2.9908 0.37
H 4.0783 3.5023 -3.4486 0.34
H 2.7742 2.2073 -1.7933 0.38
H 3.8398 1.4697 0.3157 0.40
C -5.0708 -6.0608 4.1589 -0.43
C -3.9473 -6.6612 3.6082 -0.44
C -2.9362 -5.8774 3.0695 -0.30
C -3.0466 -4.4941 3.0825 0.08
C -4.1707 -3.8944 3.6347 -0.58
C -5.1831 -4.6773 4.1720 -0.34
H -5.8578 -6.6715 4.5815 0.36
H -3.8582 -7.7396 3.6024 0.37
H -2.0589 -6.3471 2.6414 0.33
H -2.2555 -3.8854 2.6666 0.24
H -4.2548 -2.8150 3.6519 0.36
H -6.0581 -4.2101 4.6052 0.36

***

Ordered energy results: -48939.3225, -162439.6104, -112431.4486; unit eV.